{
  "formula": "C4H10N2",
  "method": "the ωB97M-V functional and the def2-TZVPD basis",
  "lumo_energy_ev": 0.873,
  "e_above_lowest_kj_mol": 108.1,
  "smiles": "[H]/N=C(/C)N(C)C",
  "fmax_ha_per_bohr": 0.0468,
  "homo_lumo_gap_ev": 9.50,
  "e_homo_ev": -8.6,
  "symbols": ["C", "C", "C", "C", "H", "H", "H", "H", "H", "H", "H", "H", "H", "H", "N", "N"],
  "xyz": [[1.56, -1.01, -0.12], [0.84, 1.34, 0.11], [-0.86, -0.48, -0.01], [-1.94, 0.57, -0.14], [1.66, -1.43, 0.91], [1.39, -1.91, -0.75], [2.58, -0.53, -0.41], [0.41, 1.60, 1.14], [1.91, 1.38, 0.24], [0.41, 2.10, -0.58], [-1.70, 1.41, -0.82], [-2.25, 1.08, 0.87], [-2.89, 0.05, -0.51], [-0.39, -2.35, 0.19], [0.47, -0.07, -0.24], [-1.20, -1.74, 0.13]]
}